ORCA calculation (wB97M-V/def2-TZVPD) on a 3-piece molecular cluster, C18H39BN2O9P2 overall.

CARTESIAN COORDINATES (ANGSTROEM)
N  -0.3052  0.0737  -1.0282
P  0.1052  1.2085  -2.0945
O  -1.2907  1.5520  -3.0582
O  0.6283  2.5702  -1.1678
B  1.5811  0.6762  -3.1882
C  1.4906  0.3666  -4.7929
C  1.9967  -1.0711  -5.2094
C  2.0253  -1.5395  -6.6839
C  1.5068  -0.5047  -7.7472
C  0.9976  0.9247  -7.3629
C  0.9800  1.3765  -5.8547
P  3.3422  0.4239  -2.4238
N  3.6900  1.7896  -1.3231
O  4.4948  0.5947  -3.6841
H  -0.1640  0.5078  -0.0912
H  -1.2056  2.5273  -3.2357
H  -0.0210  3.3130  -1.2830
H  2.3872  -1.7828  -4.4021
H  2.4076  -2.5868  -6.9704
H  1.4956  -0.8489  -8.8429
H  0.6407  1.6453  -8.1793
H  0.6123  2.4046  -5.5181
H  4.6806  1.7323  -1.0024
H  3.6876  2.6115  -1.9601
H  4.4380  -0.1293  -4.3448
C  -3.1075  1.3022  -0.3319
O  -3.4413  1.0328  1.0202
C  -2.4678  1.4993  1.9463
C  -3.1272  2.1541  3.1592
O  -3.7737  3.4020  2.8999
C  -4.9459  3.3714  2.0852
C  -6.1649  2.7063  2.7184
O  -5.9688  1.3019  2.8592
C  -6.4144  0.7841  4.1009
H  -2.4281  0.5378  -0.7068
H  -4.0301  1.2768  -0.9175
H  -2.6650  2.2979  -0.4517
H  -1.7798  2.2141  1.4819
H  -1.8924  0.6274  2.2803
H  -2.3345  2.3828  3.8790
H  -3.8009  1.4667  3.6687
H  -4.7325  2.9585  1.1017
H  -5.2054  4.4265  1.9159
H  -7.0327  2.8459  2.0646
H  -6.3784  3.1786  3.6838
H  -6.1900  1.4655  4.9287
H  -5.8824  -0.1504  4.2837
H  -7.4878  0.5817  4.0560
C  3.1609  -4.1671  4.6516
O  3.4701  -3.2090  3.6557
C  4.2955  -3.7196  2.6148
C  3.8216  -3.2354  1.2447
O  2.5789  -3.7828  0.8023
C  1.4038  -3.3944  1.5163
C  0.9884  -1.9361  1.3459
O  1.9201  -1.0599  1.9779
C  2.2380  0.0890  1.2101
H  3.9781  -4.2332  5.3747
H  2.2567  -3.8357  5.1671
H  2.9550  -5.1515  4.2189
H  4.3197  -4.8141  2.6203
H  5.3112  -3.3469  2.7932
H  4.5616  -3.5649  0.5078
H  3.8090  -2.1478  1.1865
H  1.4708  -3.6702  2.5665
H  0.5962  -4.0114  1.0970
H  0.0182  -1.7780  1.8301
H  0.8847  -1.7078  0.2803
H  2.3278  -0.1472  0.1443
H  3.2040  0.4633  1.5521
H  1.4795  0.8613  1.3656

The value obtained for the gap between HOMO and LUMO is 7.0 eV. The value obtained for the HOMO energy is -8.39 eV. Its LUMO energy is -1.4 eV. As for the strongest force on any atom: 0.089 Eh/bohr. As for the SMILES: N=P(O)(O)B(c1ccccc1)P(N)O.COCCOCCOC.COCCOCCOC. The total charge is 0.

Mulliken atomic charge list, values in e, 5 entries: atom 1 (N): -0.527, atom 2 (P): 0.701, atom 3 (O): -0.473, atom 4 (O): -0.528, atom 5 (B): 0.236